Record 1
DFT (the ωB97M-V functional and the def2-TZVPD basis) results for C28H42BrN3OsP2 as an isolated structure.

The geometry in XYZ format:
```
77
Properties=species:S:1:pos:R:3:forces:R:3:mulliken_charge:R:1
C -2.91238 1.41056 2.83567 -0.8 -0.3 -0.5 -0.533
C -2.68276 0.49830 1.77750 -0.5 0.4 -0.2 1.065
C -3.77349 0.10837 0.96750 0.3 0.7 0.7 0.008
C -5.05356 0.57904 1.31283 -1.2 -0.4 -0.8 -0.630
N -5.21684 1.46220 2.28268 2.8 -1.4 -0.4 0.115
C -4.22985 1.84647 3.07036 -0.1 0.9 1.2 -0.642
C -1.30268 0.02510 1.60439 -0.3 0.2 1.6 -0.549
C -0.36417 -0.33075 2.45918 -1.2 0.7 -1.5 0.667
C 0.20974 -1.36118 3.22917 -0.1 -1.3 0.3 0.796
C 1.46121 -1.72693 2.68393 1.1 -0.6 -0.7 -0.058
C 1.87968 -3.02721 2.57874 0.1 1.5 -0.1 -1.084
C 0.95607 -3.94492 3.02268 0.8 -3.9 -0.2 -0.239
C -0.16754 -3.63928 3.79926 -1.2 0.8 0.8 -0.305
C -0.57774 -2.30965 3.94501 0.5 -0.7 0.0 -0.759
Os 0.49276 -0.19500 0.60617 1.4 2.5 0.4 0.748
P -0.13228 1.78637 -0.39882 -1.8 0.4 -0.7 -0.374
H -3.64132 -0.50198 0.07041 -0.3 0.0 0.5 0.464
H -2.08758 1.81868 3.43239 -0.6 -0.3 0.0 0.519
H -5.94319 0.20798 0.79063 0.2 0.3 0.1 0.471
H -4.45008 2.49497 3.92476 -0.1 0.0 -0.3 0.446
H -1.49907 -1.99801 4.47462 0.7 -0.4 -0.4 0.526
H 2.06209 -1.05876 2.04747 -0.5 -0.2 1.0 0.458
H -0.72388 -4.46021 4.24011 -0.1 0.1 -0.1 0.509
H 2.80362 -3.24964 2.06613 0.0 -0.4 0.0 0.606
C 0.93601 2.61253 -1.62340 0.7 -0.4 0.3 -0.265
C 0.24220 3.60285 -2.54715 -0.4 0.3 -0.1 -1.340
H 1.40554 1.82532 -2.22748 0.0 0.1 0.1 0.456
H 1.73940 3.09415 -1.04951 -0.1 0.0 -0.1 0.660
H 0.97950 3.99496 -3.25300 -0.1 0.0 0.1 0.467
H -0.55186 3.13444 -3.13312 0.1 0.0 0.0 0.303
H -0.19299 4.44563 -2.00318 0.1 -0.1 -0.2 0.312
C -1.75627 1.50788 -1.27027 0.2 -0.2 0.2 0.123
C -2.79969 2.61050 -1.13732 -0.3 0.2 -0.2 -1.652
H -2.17029 0.57898 -0.84742 0.3 0.3 -0.3 -0.278
H -1.53031 1.29227 -2.32438 -0.1 0.2 0.3 0.726
H -3.68783 2.31064 -1.71103 0.2 0.2 0.1 0.455
H -3.12242 2.74895 -0.09722 0.1 0.1 -0.2 0.296
H -2.45186 3.57527 -1.52602 -0.2 -0.3 0.1 0.290
C -0.45572 2.96872 0.97685 0.3 -0.5 0.2 0.392
C -0.55338 4.45003 0.65024 -0.2 0.4 -0.1 -1.443
H 0.35739 2.80328 1.70055 -0.1 0.0 -0.1 0.432
H -1.37622 2.62549 1.47172 0.4 0.2 -0.3 -0.333
H -0.71935 4.98318 1.59582 0.1 0.0 -0.3 0.451
H 0.36239 4.84274 0.19761 -0.2 -0.1 0.1 0.367
H -1.40019 4.67410 -0.00877 0.3 0.0 0.2 0.289
Br 1.34907 -5.76728 2.48086 -0.7 1.9 0.9 0.206
P 0.60506 -1.42044 -1.35046 0.0 -1.0 -1.6 0.733
C 0.02373 -0.74282 -2.97268 -0.1 0.2 0.4 -0.455
C 0.62580 -1.37946 -4.22274 0.0 -0.2 -0.2 -1.432
H 0.25418 0.33590 -2.95188 -0.1 -0.5 -0.1 0.200
H -1.07437 -0.84698 -2.97352 0.3 0.1 0.0 0.613
H 0.26877 -0.81291 -5.09310 0.2 -0.2 0.2 0.431
H 1.72256 -1.35150 -4.21713 -0.3 0.1 -0.1 0.317
H 0.30981 -2.42557 -4.33257 0.1 0.4 -0.1 0.308
C 2.35426 -1.97248 -1.61322 -0.2 0.3 0.3 -0.635
C 2.55286 -3.39706 -2.13502 0.1 -0.1 -0.2 -1.385
H 2.84337 -1.84983 -0.63148 0.1 0.0 -0.3 0.381
H 2.80321 -1.23757 -2.30332 -0.1 -0.2 0.3 0.495
H 3.63295 -3.59816 -2.15400 -0.3 -0.1 -0.1 0.447
H 2.06931 -4.14813 -1.49672 0.2 0.2 -0.1 0.311
H 2.16060 -3.51774 -3.15506 0.2 0.0 0.3 0.295
C -0.43492 -2.90347 -0.96651 0.2 0.5 0.2 -0.400
C -0.89451 -3.68882 -2.19604 -0.1 -0.4 -0.1 -1.311
H -1.29691 -2.49752 -0.40412 0.2 -0.3 -0.2 0.406
H 0.14954 -3.52534 -0.26289 -0.2 0.2 -0.3 0.207
H -1.52845 -4.51310 -1.84628 0.1 0.1 -0.2 0.453
H -1.48369 -3.07746 -2.89319 0.1 -0.2 0.3 0.351
H -0.04817 -4.11420 -2.75321 -0.3 0.1 0.2 0.271
N 4.41537 1.06961 2.09261 -1.0 0.0 -0.5 -0.017
C 4.62796 1.34297 0.74796 -0.2 -0.1 0.3 -0.727
C 3.43726 1.12201 0.11312 0.3 -0.1 0.5 -0.638
N 2.51042 0.69484 1.05956 -0.3 0.0 0.4 0.355
C 3.13145 0.71274 2.25505 0.5 0.1 -0.7 -0.423
H 5.06639 1.09442 2.86805 0.3 0.2 -0.2 0.263
H 5.58417 1.66655 0.37502 0.0 0.0 0.0 0.437
H 3.18128 1.22428 -0.93832 0.2 -0.1 0.4 0.476
H 2.72083 0.40812 3.21495 0.1 0.4 -0.3 0.535
```
Positions in Å, forces in eV/Å.

Calculated values
Calculated total energy in Eh: -4602.0844
Charge: +4
Strongest force on any atom in eV/A: 3.98
2S+1: 5

---

Record 2
DFT (the ωB97M-V functional and the def2-TZVPD basis) results for a 8-piece molecular cluster, C28H42Cl2F2O5 overall.

The geometry in XYZ format:
```
79
Properties=species:S:1:pos:R:3:forces:R:3:mulliken_charge:R:1
F -8.60204 -30.70798 -0.88633 0.2 -0.9 -0.1 -0.359
C -8.74520 -31.90317 -0.23407 -1.0 1.0 1.1 0.479
C -8.06971 -33.04541 -0.60791 0.3 0.3 -0.3 -0.796
C -8.23179 -34.16731 0.17772 -0.2 -0.5 1.0 -0.440
C -9.06325 -34.15390 1.27983 -0.9 -0.2 0.0 -0.338
C -9.79002 -33.01730 1.62807 1.0 0.5 0.1 0.212
C -9.58937 -31.85034 0.90801 0.8 -0.6 -0.9 -0.739
H -7.37058 -33.11485 -1.42815 -0.1 0.5 -0.2 0.466
H -7.64296 -35.06572 0.06577 0.1 0.0 -0.6 0.398
H -9.22418 -35.06002 1.84502 0.2 -0.1 0.1 0.215
H -10.32231 -32.96630 2.56641 -0.4 -0.2 -0.1 0.162
H -10.02901 -30.91846 1.23160 0.1 0.0 -0.2 0.757
F -17.60703 -35.77379 0.58656 -0.8 -0.5 0.9 -0.320
C -18.42691 -36.49634 1.42533 -0.2 -0.6 -1.0 0.452
C -19.79897 -36.26180 1.43221 0.5 1.6 0.0 -0.464
C -20.65767 -36.90917 2.29818 -0.1 -0.2 -0.3 -0.351
C -20.17957 -37.94728 3.05782 1.7 -1.0 0.4 -0.688
C -18.80734 -38.26621 2.98468 -0.2 0.7 -0.7 -0.415
C -17.92480 -37.56412 2.13568 -0.4 -0.3 1.3 -0.396
H -20.15311 -35.40482 0.87853 -0.1 0.0 -0.3 0.370
H -21.69744 -36.62362 2.35925 0.0 0.1 -0.1 0.405
H -20.77913 -38.54802 3.72568 -0.3 0.2 0.0 0.569
H -18.36697 -39.03839 3.59804 -0.2 -0.2 0.0 0.365
H -16.88209 -37.83713 2.20356 0.1 0.2 -0.4 0.466
C -15.12746 -31.34223 1.30279 -0.2 -0.1 0.2 -0.291
C -14.02481 -30.39629 0.90035 -0.2 0.7 -1.6 0.529
C -12.69498 -30.44187 1.63654 0.0 -0.3 -0.3 -0.497
O -14.16999 -29.63213 -0.06256 0.3 -1.2 1.8 -0.631
H -14.81558 -32.37642 1.15694 0.3 0.0 -0.3 -0.276
H -16.03944 -31.16155 0.73381 0.1 0.1 0.0 0.442
H -15.34267 -31.31447 2.37097 0.0 0.3 0.1 0.170
H -12.50040 -31.31358 2.26132 -0.7 0.0 0.3 0.053
H -12.61136 -29.52776 2.22434 0.2 0.0 -0.1 0.464
H -11.90887 -30.52868 0.88647 -0.2 0.7 -0.1 0.027
C -12.31838 -32.76385 -1.06420 -0.5 -0.5 -0.3 0.345
C -12.73438 -33.66751 -2.19310 -1.6 -2.0 0.8 0.527
C -12.20274 -33.36772 -3.53699 -0.3 0.2 -1.2 -1.281
O -13.45512 -34.66857 -2.03802 1.2 1.8 0.0 -0.567
H -12.69284 -31.75165 -1.21695 0.3 0.1 -0.3 0.343
H -11.22987 -32.79820 -1.10956 0.1 0.4 0.5 -0.062
H -12.73551 -33.10042 -0.11508 0.4 -0.2 0.0 -0.377
H -12.82382 -33.89292 -4.26262 0.1 0.0 0.0 0.385
H -11.17990 -33.71548 -3.68176 0.1 0.1 0.2 0.269
H -12.26060 -32.30319 -3.76398 0.2 0.1 0.1 0.348
C -20.32594 -36.23004 6.28056 0.4 -0.2 0.9 -0.827
C -19.01240 -35.46745 6.44471 -0.6 3.2 0.3 0.598
C -17.86738 -35.87549 5.55612 -0.4 0.5 0.1 0.515
O -18.90108 -34.47521 7.18689 -0.4 -2.3 -1.2 -0.589
H -21.24858 -35.64971 6.27282 0.4 0.6 -0.4 0.354
H -20.44596 -36.74607 7.23314 0.1 -0.6 0.0 0.340
H -20.29223 -36.94205 5.45593 0.0 0.1 0.2 0.025
H -18.22068 -35.98939 4.53128 -0.1 -0.7 0.1 -0.181
H -17.49562 -36.78131 6.03507 0.5 -0.2 -0.6 0.438
H -17.13957 -35.06795 5.47687 0.1 -0.3 0.6 -0.539
C -15.64827 -32.89586 6.06726 0.4 0.9 0.0 -0.881
C -15.42295 -31.35399 6.18236 -1.1 -0.4 -0.1 0.763
C -14.32509 -30.93071 7.12073 0.1 0.6 0.3 -1.182
O -16.17973 -30.53418 5.69540 0.7 -0.9 0.0 -0.570
H -16.20999 -33.25400 6.93000 -0.1 0.2 0.2 0.463
H -14.67958 -33.39384 6.10918 0.1 -0.1 -0.1 0.338
H -16.20465 -33.21229 5.18499 0.1 0.5 0.0 0.056
H -14.37738 -29.85315 7.27639 -0.2 0.0 -0.1 0.356
H -13.29943 -31.13146 6.81115 -0.1 -0.5 -0.2 0.288
H -14.51984 -31.40865 8.08079 0.2 -0.2 0.1 0.328
C -15.19870 -34.75150 2.64533 -0.4 -0.5 0.6 -0.148
C -13.83133 -34.83364 2.03807 1.3 1.8 -0.1 0.751
C -13.64512 -35.85564 0.96629 0.8 -0.3 -0.7 -1.476
O -12.93002 -34.01469 2.30276 -1.7 -1.6 -0.1 -0.412
H -15.68917 -35.72106 2.55878 -0.1 0.0 -0.1 -0.064
H -15.82654 -34.03375 2.11738 0.1 0.0 -0.2 0.326
H -15.21215 -34.47665 3.70002 0.4 0.1 -0.1 -0.117
H -14.43406 -35.89431 0.21516 -0.3 0.3 0.2 0.380
H -13.54405 -36.87153 1.34821 -0.1 0.0 0.4 0.426
H -12.72952 -35.64301 0.41441 0.0 0.1 0.1 0.310
Cl -10.83665 -36.98175 3.71417 -0.1 0.6 0.4 -0.167
C -10.49680 -35.53966 4.72456 0.2 0.1 0.1 0.098
Cl -8.74758 -35.20309 4.76074 -0.3 0.0 0.1 -0.151
H -11.00272 -34.65400 4.34016 0.0 -0.3 -0.3 -0.157
H -10.82714 -35.70343 5.75031 0.1 -0.3 -0.2 0.376
```
Positions in Å, forces in eV/Å.

Calculated values
Calculated total energy in Eh: -2588.3717
Strongest force on any atom in eV/A: 3.26
SMILES: Fc1ccccc1.Fc1ccccc1.CC(C)=O.CC(C)=O.CC(C)=O.CC(C)=O.CC(C)=O.ClCCl

---

Record 3
DFT (the ωB97M-V functional and the def2-TZVPD basis) results for a 2-piece molecular cluster, C28H42N3O10PS overall.

The geometry in XYZ format:
```
85
Properties=species:S:1:pos:R:3:forces:R:3:mulliken_charge:R:1
C 3.55102 -2.08329 -0.40597 -0.1 0.5 -0.5 -0.240
C 4.23730 -1.82749 -1.82625 -0.9 0.6 0.0 -0.686
C 3.12525 -1.83993 -2.98472 0.4 -0.1 1.1 -0.697
C 2.30419 -0.49494 -2.84069 0.4 -0.1 -1.0 0.352
N 0.82038 -0.67700 -2.93655 -0.3 0.0 1.0 -0.341
C 0.10733 -0.17488 -1.80118 -1.4 0.2 2.6 -0.059
C -0.21877 1.28121 -1.58722 -0.2 -1.4 0.4 -0.067
C 0.32832 2.27117 -2.69933 -0.7 -0.2 1.4 -1.140
C 1.32262 3.28941 -1.98311 0.7 -0.8 -0.9 -0.560
C 2.86439 2.98801 -2.26825 0.3 0.7 1.6 -0.212
C 3.66039 3.65331 -1.04403 -1.4 0.9 -0.8 -0.881
N 3.67556 2.80587 0.15663 1.0 -1.2 2.8 0.320
C 4.45208 3.08141 1.29711 0.4 -1.4 2.8 -0.495
C 4.28985 2.09537 2.37794 -1.6 0.6 -4.0 -0.704
C 3.28374 1.12250 1.82064 1.4 3.0 -1.7 -0.917
C 2.96880 1.64155 0.48241 -0.2 -1.8 2.0 0.342
C -1.00607 1.75475 -0.40698 0.6 -1.8 0.5 0.689
C -1.38367 3.25351 -0.21997 -0.9 0.2 -1.5 -0.779
C -2.36685 3.66256 -1.44165 -0.1 -0.2 0.4 -0.917
C -3.75254 4.26450 -0.94828 0.9 0.5 0.4 -0.806
S -5.12365 3.01546 -1.06788 0.0 -1.8 -2.9 1.119
O -4.58063 1.65360 -1.04797 -0.5 2.0 1.2 -0.478
O -5.79509 3.27413 -2.34560 0.3 0.5 2.4 -0.634
O -6.15395 3.28453 0.21167 1.8 0.4 -1.3 -0.445
C -1.47448 0.78703 0.64799 0.9 -1.5 -2.4 0.737
P -2.45099 1.28583 2.13637 0.7 2.1 2.7 0.511
O -1.57781 2.10832 3.05003 -0.9 -1.1 -1.3 -0.779
O -3.08451 0.02012 2.98220 0.7 1.2 -1.6 -0.509
O -3.76132 2.26109 1.74215 1.1 -1.3 0.1 -0.422
C -1.11248 -0.61588 0.44246 0.8 0.9 -1.2 0.372
C -0.35762 -1.10045 -0.75627 -0.2 2.1 0.7 0.482
C -0.24125 -2.65620 -0.58465 -1.0 1.8 -0.5 -0.665
O 0.58671 -3.44374 -0.93521 -0.8 0.6 0.1 -0.472
N -1.44454 -2.93106 0.21767 0.2 -0.8 0.9 0.044
C -2.72616 -2.72080 -0.48200 -1.1 -0.9 -0.9 -0.242
O -3.46877 -3.96469 -0.55377 -0.4 1.5 0.5 -0.375
C -4.87394 -3.65458 -0.41795 -0.6 -1.3 0.0 -0.656
C -1.34749 -1.91988 1.28611 -0.2 0.9 -1.2 -0.371
O -1.39321 -2.13686 2.46063 0.0 0.4 -0.9 -0.588
H 4.01018 -1.41947 0.38406 -0.3 -1.0 -0.7 0.228
H 2.46225 -1.77747 -0.45388 1.1 -0.3 0.0 -0.324
H 3.55828 -3.16971 -0.12773 0.1 1.1 -0.2 0.366
H 4.64517 -0.76965 -1.82859 -0.1 -1.3 0.0 0.205
H 5.06576 -2.55370 -2.02893 -0.7 0.7 0.2 0.431
H 2.45850 -2.72476 -2.76948 0.6 0.8 -0.5 0.312
H 3.59948 -1.93690 -4.00242 -0.6 0.1 1.0 0.340
H 2.54044 -0.02369 -1.85188 -0.1 -0.4 -1.0 -0.690
H 2.59841 0.17848 -3.70429 -0.1 -0.5 1.2 0.420
H 0.61603 -1.67537 -3.06794 0.1 0.6 0.3 0.567
H -0.57704 2.80209 -3.10706 1.1 -0.4 0.2 0.574
H 0.80041 1.68766 -3.53957 -0.5 0.6 1.0 0.387
H 1.21112 3.18861 -0.86465 -0.1 0.4 -1.3 0.169
H 1.09327 4.32056 -2.36051 0.3 -0.7 0.7 0.250
H 3.23284 3.47044 -3.20952 -0.4 -0.6 0.7 0.481
H 3.11453 1.89841 -2.22629 -0.4 1.0 -0.4 -0.124
H 4.67359 4.03102 -1.33376 -0.7 -0.8 0.5 0.496
H 3.04890 4.57240 -0.77422 0.8 -0.8 -0.3 0.335
H 5.14566 3.93207 1.49099 -0.9 -0.6 -1.1 0.353
H 4.83127 2.12738 3.34874 -0.7 -0.1 -1.0 0.369
H 2.88459 0.21449 2.32395 0.2 1.0 -0.8 0.426
H 2.21989 1.12669 -0.16010 0.8 0.9 0.3 0.072
H -1.95057 3.47130 0.71775 0.9 -0.6 -0.7 0.882
H -0.52061 3.96483 -0.25989 -0.6 -1.0 0.2 0.449
H -1.85592 4.41911 -2.09655 -0.6 -0.7 0.6 0.375
H -2.56929 2.74258 -2.04898 0.1 0.9 0.4 0.467
H -3.64664 4.63854 0.10662 -0.2 -0.4 -0.9 0.355
H -3.98948 5.15447 -1.58740 -0.4 -1.1 0.6 0.451
H -5.63283 3.83712 0.83051 -0.5 -0.4 -0.1 0.368
H -2.39716 -0.26078 3.62572 -0.4 0.1 -0.5 0.348
H -3.71196 3.02933 2.34920 0.3 -0.8 0.0 0.372
H -2.61024 -2.37005 -1.54768 0.3 -0.1 1.0 0.260
H -3.40988 -1.98638 0.03441 1.1 -0.4 -0.2 0.344
H -5.28038 -3.07331 -1.29057 0.5 -0.3 0.8 0.293
H -5.11421 -3.15889 0.56498 0.4 -0.2 -1.0 0.301
H -5.41635 -4.64572 -0.40908 0.7 1.0 -0.1 0.252
C 0.04806 -6.16049 5.45202 0.3 -0.1 0.2 -1.105
C 0.91447 -5.60604 4.34948 0.4 0.0 -0.1 0.689
C 0.21568 -5.00433 3.15858 0.3 0.0 -0.1 -0.586
O 2.12466 -5.64379 4.42026 -0.3 0.0 0.0 -0.564
H 0.68266 -6.56066 6.24352 0.0 0.0 -0.1 0.313
H -0.57529 -5.36754 5.86975 -0.2 -0.1 -0.1 0.301
H -0.57804 -6.96612 5.06369 -0.2 0.1 0.0 0.312
H -0.39937 -4.16078 3.47520 -0.2 -0.2 -0.1 0.103
H -0.40288 -5.75920 2.66916 -0.2 0.1 0.1 0.352
H 0.95985 -4.64635 2.44595 0.0 0.0 0.1 0.193
```
Positions in Å, forces in eV/Å.

Calculated values
Energy relative to the best compared isomer or geometry (same formula, charge and spin) in kJ/mol: 516.79
Strongest force on any atom in eV/A: 4.38
SMILES: CCCCNc1c(CCCCn2cccc2)c(CCCS(=O)(=O)O)c(P(=O)(O)O)c2c1C(=O)N(COC)C2=O.CC(C)=O